{"formula": "C20H67Cl2N2O14", "method": "ωB97M-V/def2-TZVPD", "charge": 1, "lumo_energy_ev": -2.8, "e_tot_ev": -78504.520, "gap_ev": 8.50, "species": ["O", "C", "C", "N", "C", "C", "C", "C", "C", "Cl", "N", "Cl", "H", "H", "H", "H", "H", "H", "H", "H", "H", "H", "H", "H", "H", "H", "H", "C", "O", "H", "H", "H", "H", "C", "O", "H", "H", "H", "H", "C", "O", "H", "H", "H", "H", "C", "O", "H", "H", "H", "H", "C", "O", "H", "H", "H", "H", "C", "O", "H", "H", "H", "H", "C", "O", "H", "H", "H", "H", "C", "O", "H", "H", "H", "H", "C", "O", "H", "H", "H", "H", "C", "O", "H", "H", "H", "H", "C", "O", "H", "H", "H", "H", "C", "O", "H", "H", "H", "H", "C", "O", "H", "H", "H", "H"], "xyz": [[-1.679830, 2.866461, -0.014123], [-0.980080, 1.953819, -0.858546], [-0.276666, 2.806249, -1.914383], [0.899870, 2.050125, -2.460789], [0.746900, 0.582521, -2.255023], [0.774163, 0.210321, -0.777271], [0.246458, -1.222156, -0.719777], [0.787817, -2.126331, 0.394996], [2.279866, -2.057474, 0.616611], [2.670468, -0.850909, 1.894852], [-0.024707, 1.230317, -0.035836], [-0.846904, 0.557893, 1.309227], [-0.991075, 3.276102, 0.541320], [-1.755373, 1.317687, -1.282379], [-0.999943, 3.056432, -2.678177], [0.094973, 3.708445, -1.443517], [1.794056, 2.410643, -2.100184], [0.938702, 2.214119, -3.468580], [1.608280, 0.108336, -2.712324], [-0.140281, 0.223263, -2.764689], [1.803703, 0.311309, -0.442675], [-0.840067, -1.242320, -0.682785], [0.524407, -1.693968, -1.663232], [0.546147, -3.149365, 0.126029], [0.262590, -1.916320, 1.317083], [2.643328, -3.016660, 0.954702], [2.836220, -1.759352, -0.265238], [2.676407, 4.172260, 0.209525], [2.451298, 4.437518, -1.177518], [1.925760, 3.456644, 0.545813], [3.668775, 3.739461, 0.345689], [2.591455, 5.084510, 0.802591], [3.123588, 5.067720, -1.468909], [1.192750, 7.687416, -1.385490], [1.962265, 8.379539, -0.410537], [1.738200, 6.789614, -1.653345], [0.215097, 7.407208, -0.979007], [1.054158, 8.299844, -2.280395], [1.476802, 9.177438, -0.163333], [5.131294, 6.009431, -3.743621], [4.582077, 6.521596, -2.529830], [4.788830, 4.982992, -3.855207], [4.790995, 6.590560, -4.602932], [6.222575, 6.016054, -3.712977], [4.882579, 7.431173, -2.429784], [-0.007555, 8.687855, 2.281103], [0.374118, 9.977788, 1.806337], [-0.935610, 8.417110, 1.783681], [0.760299, 7.950573, 2.031374], [-0.173782, 8.693795, 3.360428], [1.193643, 10.224396, 2.248274], [5.985131, 2.333204, -1.691598], [5.059669, 1.349393, -1.225846], [5.462801, 2.970791, -2.400884], [6.341835, 2.941848, -0.857776], [6.836665, 1.868150, -2.191796], [5.532584, 0.793070, -0.597313], [-4.509416, 2.646484, -2.908262], [-3.979909, 2.087843, -1.707052], [-5.329018, 2.013432, -3.234995], [-4.889190, 3.654016, -2.731243], [-3.751819, 2.677661, -3.698694], [-3.250105, 2.640190, -1.411756], [-3.718754, -1.156611, -2.630319], [-3.068701, -0.577031, -1.503736], [-3.163170, -2.048623, -2.910513], [-4.742836, -1.443340, -2.385075], [-3.729242, -0.463831, -3.477001], [-3.565691, 0.215957, -1.258187], [-4.549452, 3.375543, 2.580013], [-4.506979, 3.429917, 1.158164], [-5.550186, 3.663018, 2.890408], [-4.346598, 2.363810, 2.941623], [-3.831628, 4.071064, 3.025105], [-3.620987, 3.174994, 0.879382], [-1.805162, -5.248953, 1.716161], [-0.427243, -4.950141, 1.510372], [-2.349779, -4.309278, 1.782040], [-2.202038, -5.840222, 0.886877], [-1.941296, -5.803243, 2.647898], [0.036969, -5.798498, 1.465134], [-1.597222, -2.311298, 4.411493], [-2.257825, -2.138278, 3.159996], [-2.302834, -2.783603, 5.089094], [-0.721828, -2.957090, 4.306490], [-1.292989, -1.349833, 4.833755], [-1.637171, -1.719995, 2.555599], [0.474847, -8.661462, 2.680464], [0.936548, -7.361518, 2.286297], [-0.447237, -8.862868, 2.140949], [1.206374, -9.427294, 2.436895], [0.270318, -8.682072, 3.752516], [1.750189, -7.178883, 2.766555], [-4.472601, -7.703423, -0.410821], [-3.491693, -8.305214, 0.428244], [-5.351782, -7.513415, 0.198448], [-4.113696, -6.753876, -0.818530], [-4.749373, -8.368090, -1.232838], [-2.712201, -8.476626, -0.110170], [1.839451, -12.634569, 1.970449], [1.240378, -11.801513, 2.960833], [2.822885, -12.227413, 1.751056], [1.954948, -13.657504, 2.335018], [1.246906, -12.642698, 1.052137], [0.370114, -12.163763, 3.157718]], "forces_ev_per_angstrom": [[0.541, -0.066, -0.441], [-0.741, 0.514, 0.965], [0.318, -0.410, 0.922], [-0.322, 0.243, -1.047], [0.834, -0.298, 0.194], [-0.777, 0.406, -0.338], [0.508, -0.499, 0.277], [-0.180, 0.143, -0.495], [-0.178, 0.138, 0.303], [0.197, 0.047, -0.050], [0.523, 0.059, -0.345], [-0.116, 0.007, 0.401], [-0.399, 0.040, -0.045], [0.076, -0.228, -0.123], [0.136, -0.011, -0.427], [0.154, 0.166, -0.092], [-0.147, 0.146, 0.385], [0.131, 0.075, 0.068], [0.092, -0.068, -0.200], [-0.321, 0.250, -0.009], [0.076, -0.171, 0.278], [-0.155, 0.244, -0.147], [0.047, -0.076, -0.170], [-0.195, -0.178, 0.058], [0.071, -0.150, 0.246], [0.215, -0.077, 0.182], [0.076, -0.013, -0.172], [0.226, 0.082, -0.013], [-0.163, -0.362, -0.158], [0.010, -0.038, -0.041], [-0.051, -0.066, 0.151], [-0.024, 0.001, -0.014], [0.059, 0.120, -0.133], [0.020, 0.337, 0.217], [-0.027, -0.028, -0.105], [0.009, -0.041, -0.035], [-0.034, -0.045, -0.110], [-0.081, -0.078, -0.043], [0.026, -0.060, 0.157], [0.026, 0.216, 0.102], [-0.062, -0.233, -0.063], [-0.023, -0.013, 0.022], [0.016, -0.053, -0.044], [0.004, -0.052, -0.051], [-0.136, -0.060, 0.140], [0.227, 0.087, 0.006], [0.063, -0.108, -0.114], [-0.029, 0.050, -0.015], [-0.073, -0.082, 0.035], [-0.036, -0.022, -0.009], [-0.095, 0.037, -0.007], [-0.028, -0.150, 0.209], [-0.011, 0.035, -0.070], [-0.031, 0.001, 0.005], [0.056, 0.098, -0.095], [0.011, 0.057, -0.034], [-0.156, -0.011, -0.020], [0.067, 0.079, 0.110], [0.062, -0.039, -0.256], [-0.010, -0.030, 0.025], [-0.032, -0.015, -0.032], [-0.060, -0.004, -0.040], [-0.319, 0.236, 0.224], [0.032, 0.150, 0.202], [0.203, -0.126, -0.034], [0.013, -0.022, 0.003], [-0.014, -0.030, -0.070], [-0.053, -0.033, -0.053], [-0.105, 0.012, -0.106], [0.122, -0.043, -0.190], [0.058, 0.069, 0.085], [-0.024, 0.010, -0.018], [-0.016, 0.022, 0.070], [-0.032, -0.013, 0.076], [-0.102, -0.068, 0.009], [0.161, -0.015, -0.057], [-0.013, 0.069, -0.250], [0.043, -0.004, 0.039], [-0.101, -0.035, 0.064], [-0.109, -0.023, -0.010], [0.067, 0.047, 0.286], [0.064, 0.026, -0.188], [0.010, 0.123, 0.064], [-0.043, -0.006, -0.012], [0.009, -0.011, 0.050], [0.015, -0.031, 0.061], [-0.052, -0.119, -0.021], [0.164, 0.212, 0.030], [-0.013, -0.079, -0.057], [-0.016, 0.065, -0.021], [-0.027, -0.078, 0.018], [-0.047, -0.080, -0.009], [-0.085, 0.019, -0.048], [0.195, -0.081, 0.006], [0.023, 0.043, -0.089], [0.001, -0.008, 0.038], [-0.074, 0.020, -0.021], [-0.060, 0.044, -0.019], [-0.061, -0.026, 0.081], [-0.171, 0.020, 0.120], [-0.027, -0.130, -0.088], [0.013, 0.029, 0.023], [0.048, -0.019, -0.055], [0.054, -0.034, -0.037], [0.084, 0.059, 0.046]]}